This record from OMol25 describes a single C5H8O2 molecule. The level of theory is ωB97M-V/def2-TZVPD.

## Properties
- Kohn-Sham gap: 10.600 eV
- SMILES: OCCOC1C=C1
- HOMO: -9.510 eV
- Charge: 0

Last column: Löwdin charge in e.
Geometry (Å):
O (1.24, -0.58, 1.42)  -0.071
C (1.76, -0.09, 0.21)  -0.242
C (0.86, 0.90, -0.52)  -0.197
O (-0.13, 0.29, -1.34)  -0.107
C (-1.41, 0.03, -0.82)  -0.305
C (-1.75, 0.04, 0.63)  0.005
C (-1.67, -1.13, 0.06)  0.025
H (0.30, -0.79, 1.28)  0.039
H (2.03, -0.90, -0.49)  0.124
H (2.69, 0.42, 0.47)  0.119
H (0.40, 1.59, 0.20)  0.130
H (1.48, 1.49, -1.21)  0.125
H (-2.14, 0.33, -1.56)  0.134
H (-1.96, 0.62, 1.53)  0.111
H (-1.72, -2.21, 0.14)  0.111